(1)
Entry from OMol25: one molecule with the formula C18H20N4O3S (ωB97M-V with the def2-TZVPD basis set).

The geometry in ORCA input format:
```
! RIJCOSX wB97M-V def2-TZVPD def2/J DEFGRID3
* xyz 0 1
S 2.892 2.295 0.438
O 5.152 -0.174 1.189
O -2.343 0.354 0.139
O 1.406 -1.429 0.815
N 0.493 0.352 -1.843
N 0.305 1.665 -0.101
N 1.729 0.731 -1.483
N 3.816 -0.824 -0.521
C -4.402 -0.891 -0.085
C -3.655 -2.134 -0.461
C 2.125 -2.394 0.199
C 4.487 0.085 0.210
C 4.347 1.507 -0.325
C -6.493 0.243 0.347
C -3.734 0.303 0.181
C -0.231 2.434 0.984
C 0.134 -1.860 0.880
C 3.585 -2.164 -0.024
C -1.834 0.786 -1.112
C -5.789 -0.897 0.008
C 1.616 1.511 -0.436
C -5.816 1.422 0.607
C 0.018 -3.092 0.319
C -0.357 0.908 -1.029
C 1.315 -3.439 -0.130
C -4.437 1.451 0.521
H -0.869 -3.685 0.234
H 3.165 -0.484 -1.230
H -3.893 2.363 0.724
H 1.605 -4.342 -0.627
H -3.838 -2.380 -1.507
H -6.359 2.316 0.875
H -3.993 -2.974 0.144
H -2.588 -1.998 -0.313
H -0.585 -1.204 1.330
H -2.073 0.067 -1.906
H -0.426 3.461 0.664
H 0.493 2.451 1.798
H -1.156 1.970 1.322
H 3.958 -2.906 -0.736
H -6.319 -1.818 -0.192
H 4.149 -2.252 0.913
H 5.194 2.111 -0.005
H -2.271 1.762 -1.379
H -7.570 0.212 0.412
H 4.217 1.543 -1.405
*
```

Summary:
E_tot: -41928.259 eV
HOMO level: -8.33 eV
Energy relative to the best compared isomer or geometry (same formula, charge and spin): 2.280 eV

Löwdin atomic charge list, values in e, 8 entries: S 1.009; O 0.052; O -0.104; O 0.040; N 0.095; N -0.043; N 0.000; N 0.067

=====

(2)
Entry from OMol25: a 3-piece molecular cluster, CH4N2O3S overall (ωB97M-V with the def2-TZVPD basis set).

The geometry in ORCA input format:
```
! RIJCOSX wB97M-V def2-TZVPD def2/J DEFGRID3
* xyz 0 1
S 1.049 -2.294 0.974
O -0.088 -3.007 0.454
O -0.234 -0.815 2.497
O 1.479 -1.144 0.164
N -0.074 1.450 -1.538
N -0.958 0.824 0.974
C -0.536 -0.061 1.673
H -1.052 1.326 -1.880
H 0.262 0.574 -1.383
H 0.576 1.884 -2.095
H -0.424 1.264 0.160
*
```

Summary:
E_tot: -21059.235 eV
HOMO level: -10.85 eV
Energy relative to the best compared isomer or geometry (same formula, charge and spin): 0.360 eV

Löwdin atomic charge list, values in e, 8 entries: S 0.917; O -0.406; O 0.056; O -0.445; N 0.058; N 0.190; C -0.480; H 0.086

=====

(3)
Entry from OMol25: a 3-piece molecular cluster, C2H7OS2 overall (ωB97M-V with the def2-TZVPD basis set).

The geometry in ORCA input format:
```
! RIJCOSX wB97M-V def2-TZVPD def2/J DEFGRID3
* xyz -1 1
S -0.767 -2.038 0.905
S -1.817 -0.687 -0.271
O 2.832 0.683 1.230
C -0.899 -0.735 -1.836
C 1.730 0.193 1.198
H -0.761 2.205 1.299
H -0.373 -1.685 -1.884
H 1.302 -0.265 2.101
H -0.606 2.858 1.568
H -1.610 -0.628 -2.661
H -0.183 0.085 -1.930
H 1.152 0.015 0.282
*
```

Summary:
E_tot: -25905.281 eV
HOMO level: -2.44 eV
Energy relative to the best compared isomer or geometry (same formula, charge and spin): 1.613 eV

Löwdin atomic charge list, values in e, 8 entries: S -0.290; S 0.060; O -0.059; C -0.574; C -0.207; H 0.001; H -0.007; H 0.038

=====

(4)
Entry from OMol25: H22O17SV as an isolated structure (ωB97M-V with the def2-TZVPD basis set).

The geometry in ORCA input format:
```
! RIJCOSX wB97M-V def2-TZVPD def2/J DEFGRID3
* xyz 0 2
V 13.444 -9.139 -9.724
S 12.547 -11.858 -11.586
O 13.480 -10.942 -10.888
O 10.914 -9.510 -9.514
O 15.847 -5.687 -9.054
O 13.477 -9.821 -8.272
O 11.197 -11.584 -11.191
O 15.798 -11.798 -7.101
O 12.911 -8.067 -11.736
O 14.891 -9.565 -5.589
O 12.701 -13.137 -10.964
O 15.854 -6.368 -12.037
O 15.433 -12.048 -9.692
O 12.712 -11.944 -13.017
O 15.038 -8.633 -9.947
O 12.884 -7.144 -8.814
O 17.542 -8.837 -11.598
O 17.776 -9.461 -8.772
O 10.870 -10.627 -6.468
H 14.638 -11.698 -10.095
H 17.331 -9.148 -9.559
H 10.569 -10.131 -10.156
H 14.242 -10.026 -5.058
H 10.145 -9.214 -9.028
H 17.447 -8.898 -8.071
H 12.202 -7.130 -8.143
H 18.365 -9.194 -11.932
H 15.471 -11.759 -7.999
H 15.696 -6.295 -9.777
H 11.400 -9.832 -6.530
H 12.110 -7.543 -11.721
H 16.866 -9.403 -11.971
H 16.554 -6.887 -11.640
H 15.554 -6.896 -12.778
H 12.932 -6.240 -9.126
H 15.758 -6.224 -8.266
H 16.715 -12.057 -7.189
H 10.125 -10.376 -5.922
H 15.346 -10.258 -6.067
H 16.097 -11.987 -10.379
H 12.923 -8.462 -12.608
*
```

Summary:
Expectation value of S²: 0.760
E_tot: -71686.354 eV
HOMO level (alpha / beta): -10.23 / -10.23 eV
Energy relative to the best compared isomer or geometry (same formula, charge and spin): 0.000 eV

Löwdin atomic charge list, values in e, 8 entries: V 0.956; S 0.280; O -0.397; O -0.055; O -0.046; O -0.237; O -0.166; O -0.060

=====

(5)
Entry from OMol25: C2H12NO4 as an isolated structure (ωB97M-V with the def2-TZVPD basis set).

The geometry in ORCA input format:
```
! RIJCOSX wB97M-V def2-TZVPD def2/J DEFGRID3
* xyz -1 1
O -1.781 -0.805 2.300
O -1.974 -1.501 -0.362
O 1.226 1.121 -1.634
O -0.500 -0.709 -2.094
N 0.422 0.635 0.568
C 0.752 1.624 -0.444
C 1.596 0.030 1.170
H -1.295 -1.218 -1.217
H -1.156 -0.093 2.173
H 1.261 -0.488 2.066
H -1.827 -1.176 1.360
H 0.644 0.385 -1.996
H 2.104 -0.680 0.500
H -2.747 -0.993 -0.549
H -0.167 2.220 -0.556
H 2.278 0.814 1.450
H -0.106 -0.073 0.071
H -0.260 -1.342 -2.798
H 1.529 2.250 -0.007
*
```

Summary:
E_tot: -11950.086 eV
HOMO level: -5.21 eV
Energy relative to the best compared isomer or geometry (same formula, charge and spin): 0.116 eV

Löwdin atomic charge list, values in e, 8 entries: O -0.141; O -0.214; O -0.107; O -0.312; N -0.111; C -0.368; C -0.136; H -0.053

=====

(6)
Entry from OMol25: a 13-piece molecular cluster, C50H74N12O18 overall (ωB97M-V with the def2-TZVPD basis set).

The geometry in ORCA input format:
```
! RIJCOSX wB97M-V def2-TZVPD def2/J DEFGRID3
* xyz 1 2
O 1.987 3.413 -2.583
O -0.073 2.069 6.352
O 1.717 -0.386 -5.766
O 0.931 -7.934 1.305
O 3.700 7.426 0.543
O 2.841 -5.496 -3.265
O -2.160 -3.083 2.170
O 4.636 -3.075 0.226
O -3.737 -0.756 0.955
O -1.653 -0.171 5.971
O -4.299 1.278 3.897
O -0.521 6.181 2.774
O -1.495 -4.716 -6.128
O -2.011 3.238 -0.832
O 3.482 2.763 3.424
O -2.349 3.248 -4.716
O -3.815 -1.190 -4.485
O 1.767 -0.341 4.037
N -1.875 5.405 -0.325
N -0.653 2.814 -3.318
N -0.633 -1.744 4.550
N -3.354 4.689 -1.692
N -0.103 3.255 -5.305
N 0.662 -1.402 -0.855
N -0.090 0.237 0.458
N -4.680 1.476 1.753
N 2.634 5.609 -2.549
N -2.636 -1.135 4.248
N -5.322 3.073 2.941
N 3.886 4.010 -3.386
C -0.392 -1.263 -6.257
C 0.753 -0.250 -1.589
C -1.816 -4.827 0.575
C -4.658 1.945 2.923
C 4.585 4.849 3.021
C 4.620 6.072 2.279
C 2.380 4.442 2.108
C 2.494 -6.240 -2.159
C -1.326 4.142 3.597
C 0.884 -1.476 -5.673
C 0.301 0.771 -0.767
C -3.638 0.311 -1.158
C 1.405 -2.706 -5.368
C -1.157 3.049 4.437
C 0.088 -1.117 0.353
C -3.609 0.248 -2.592
C 0.454 5.267 4.763
C 2.768 4.358 -2.836
C 3.458 4.002 2.918
C -2.193 -5.434 2.991
C -3.758 -2.175 -2.347
C 2.838 -5.744 -0.911
C 1.173 -7.928 -1.056
C -0.591 0.998 1.606
C -0.520 5.252 3.759
C -0.710 -3.643 -5.946
C 1.556 -7.244 -2.221
C 3.210 -0.295 2.052
C -1.164 -2.423 -6.403
C -3.671 -0.861 -0.347
C -0.252 3.056 5.489
C 4.070 -2.349 1.208
C -2.378 4.373 -0.905
C -3.666 -2.106 -0.919
C -1.585 -1.009 5.013
C -1.090 3.180 -4.488
C 0.594 -3.812 -5.436
C 3.543 6.319 1.406
C 3.497 -3.099 2.267
C 2.378 5.607 1.383
C 0.597 4.234 5.575
C -3.740 -1.032 -3.083
C 0.934 -2.702 -1.452
C 2.514 -1.020 3.117
C 1.481 -7.397 0.138
C 2.798 -2.352 3.238
C 2.334 -6.254 0.272
C -1.658 -4.342 2.008
C 3.958 -0.978 1.158
C -0.116 -3.026 -2.497
H -3.399 -1.517 1.433
H -3.808 -0.262 -4.730
H 1.093 -7.324 2.028
H -0.626 1.336 6.071
H 0.090 6.879 3.020
H 1.255 -0.284 -2.544
H -2.857 -4.866 0.252
H 2.450 -2.746 -5.099
H -2.361 6.274 -0.495
H -4.156 0.651 1.496
H 2.648 -5.899 -4.114
H -1.033 5.295 0.222
H 3.615 -4.169 2.347
H -1.091 -3.223 -2.051
H 5.422 4.469 3.588
H 1.994 0.586 4.144
H 4.984 -2.571 -0.513
H 1.569 5.867 0.716
H -1.996 3.961 2.770
H 2.498 -5.839 1.256
H -3.688 -2.892 -0.178
H -0.121 -2.152 -3.147
H 1.915 -2.676 -1.926
H 4.179 3.048 -3.478
H 3.423 -4.837 -0.950
H -0.033 -1.825 1.158
H 0.316 -1.428 4.693
H 0.250 1.842 -0.891
H 1.458 3.889 2.002
H -2.300 -5.273 4.063
H 1.422 0.381 -6.263
H 2.244 -2.879 4.000
H -0.056 1.948 1.581
H -0.359 3.524 -6.244
H 4.575 7.511 0.158
H 1.779 5.864 -2.075
H -3.650 1.332 -0.807
H 0.697 -8.880 -1.235
H -5.042 2.056 1.010
H -1.557 -6.300 2.808
H -0.438 0.442 2.531
H 4.588 4.676 -3.676
H -2.033 -2.280 -7.028
H -1.053 -5.521 -5.849
H -3.374 -0.457 4.373
H -5.910 3.363 2.172
H 1.097 -7.476 -3.171
H -1.403 -5.815 0.372
H -2.697 -1.943 3.645
H 4.037 2.800 4.207
H -3.499 5.653 -1.955
H 3.446 6.210 -2.554
H -1.661 2.130 4.175
H -3.995 3.960 -1.971
H 4.512 -0.482 0.375
H 1.376 4.201 6.321
H -3.054 -6.002 2.639
H 0.996 -3.566 -0.791
H -3.872 -3.161 -2.772
H -1.387 2.688 -2.635
H -0.704 -0.328 -6.699
H -1.212 -4.297 -0.161
H 1.333 5.892 4.713
H -1.673 1.116 1.546
H -0.579 -4.227 2.107
H 2.932 0.748 2.098
H -3.723 1.083 -3.268
H -5.458 3.385 3.892
H 0.329 2.694 -3.114
H -0.924 -2.077 3.642
H 0.983 -4.802 -5.248
H 5.453 6.757 2.315
H 0.265 -3.947 -2.938
H 0.805 3.587 -5.015
*
```

Summary:
Expectation value of S²: 0.768
E_tot: -107777.845 eV
HOMO level (alpha / beta): -8.65 / -8.65 eV

Löwdin atomic charge list, values in e, 8 entries: O -0.028; O 0.203; O 0.003; O 0.032; O 0.006; O 0.018; O -0.316; O 0.047

=====

(7)
Entry from OMol25: a 5-piece molecular cluster, C24H62N4O9 overall (ωB97M-V with the def2-TZVPD basis set).

The geometry in ORCA input format:
```
! RIJCOSX wB97M-V def2-TZVPD def2/J DEFGRID3
* xyz 0 1
O -4.111 12.011 22.019
O -1.376 16.757 21.313
O -1.477 10.050 9.829
O -2.457 12.623 13.343
O 1.603 18.859 19.019
O -1.777 13.851 17.860
O 1.820 16.026 16.082
O -0.023 11.766 19.036
O -4.279 16.023 17.400
N -1.602 12.621 10.601
N -3.815 14.322 19.805
N -2.389 10.789 20.031
N 0.544 18.562 16.380
C -1.821 15.507 20.775
C -4.792 14.712 17.507
C -4.428 12.166 23.419
C -1.926 10.358 18.710
C -4.324 10.679 21.531
C -3.842 10.625 20.094
C 1.351 11.890 19.137
C 1.777 15.084 17.118
C -4.271 16.526 16.092
C -0.289 17.336 16.315
C 0.135 19.573 17.366
C -1.258 11.029 8.869
C -3.310 15.593 20.312
C -5.049 14.442 19.010
C -1.717 17.093 22.625
C -0.626 8.952 9.673
C -1.925 13.747 12.680
C -2.334 13.681 11.199
C -2.001 12.545 14.709
C 0.231 19.166 18.795
C 0.500 16.255 15.566
C -2.053 12.202 9.290
C 1.717 18.093 20.175
C -0.416 10.447 18.763
H -5.378 11.633 23.541
H -3.728 9.962 22.103
H -0.572 16.902 17.307
H -1.546 10.614 7.885
H -3.633 11.820 24.109
H -1.756 11.845 11.241
H -3.366 16.269 19.468
H -2.177 14.677 13.206
H -5.729 14.618 16.931
H -4.051 13.964 17.118
H -1.740 14.699 21.538
H -1.922 16.200 23.277
H -0.514 8.512 8.692
H -5.651 13.523 19.043
H 1.604 12.953 19.311
H -1.242 15.271 19.895
H -0.065 15.342 15.418
H -0.806 13.686 12.728
H 1.452 18.159 16.589
H 1.325 18.568 21.076
H -1.140 13.387 18.392
H -3.433 13.570 11.072
H -5.737 15.196 19.433
H 0.368 9.351 9.874
H -2.187 9.315 18.558
H -0.920 17.577 23.134
H -4.574 13.233 23.623
H 2.790 17.939 20.321
H -0.104 9.747 19.540
H 0.758 20.468 17.287
H 0.967 15.341 17.843
H 2.768 14.898 17.612
H -5.288 16.786 15.792
H 0.031 10.086 17.802
H -3.109 11.906 9.300
H -0.092 20.027 19.444
H -0.919 12.541 14.743
H -3.987 13.608 20.539
H 1.207 17.122 20.009
H -2.590 17.728 22.589
H -1.212 17.470 15.786
H -4.408 11.271 19.484
H -0.182 11.253 8.811
H 0.717 16.626 14.562
H -2.285 11.521 14.993
H -2.293 11.064 17.955
H -3.662 17.444 16.116
H -5.379 10.331 21.625
H -2.459 14.115 18.450
H -2.112 11.749 20.194
H 1.731 11.281 20.000
H -1.871 12.919 8.496
H 1.922 11.701 18.207
H -0.377 18.320 19.088
H -2.387 13.269 15.429
H -3.956 15.981 21.101
H -0.948 8.219 10.398
H 1.398 14.155 16.697
H -0.785 19.970 17.039
H -4.204 9.663 19.716
H -1.998 14.621 10.754
H -3.807 15.755 15.467
*
```

Summary:
E_tot: -50275.421 eV
HOMO level: -8.42 eV
Energy relative to the best compared isomer or geometry (same formula, charge and spin): 0.850 eV

Löwdin atomic charge list, values in e, 8 entries: O -0.234; O -0.207; O -0.192; O -0.197; O -0.181; O -0.045; O -0.190; O -0.216

=====

(8)
Entry from OMol25: C41H53BiFN7O4S as an isolated structure (ωB97M-V with the def2-TZVPD basis set).

The geometry in ORCA input format:
```
! RIJCOSX wB97M-V def2-TZVPD def2/J DEFGRID3
* xyz 0 1
Bi -0.179 1.520 0.697
S -3.644 -2.976 0.859
F 0.774 -5.265 2.223
O -0.116 1.419 -1.505
O 0.267 1.254 3.404
O -0.002 0.790 -3.623
O 0.443 -0.690 0.356
N -1.672 -1.451 -0.365
N 0.097 3.887 0.112
N 0.752 -7.056 0.041
N 1.230 -9.701 0.874
N 0.371 -3.183 -2.867
N 1.889 1.389 4.961
N -2.672 2.930 0.220
C 2.293 4.295 -0.880
C -3.993 2.892 0.102
C 0.608 -4.763 0.967
C 0.270 -2.897 -0.483
C 1.933 4.496 -3.346
C 0.529 -3.997 -4.060
C 1.361 4.552 0.137
C -4.548 0.663 -0.806
C 3.940 5.585 0.336
C 0.639 -5.631 -0.109
C -0.126 -1.419 -0.598
C 0.407 -3.735 -1.599
C 1.432 1.518 3.689
C 0.271 -1.809 -3.007
C -4.509 4.132 -0.383
C 2.157 -9.024 -0.108
C -0.018 0.515 -2.431
C 2.119 -7.533 0.157
C 0.553 -5.109 -1.391
C -4.255 0.953 1.658
C -2.507 -2.100 0.157
C 2.415 2.007 2.659
C -0.117 -7.673 1.027
C 0.669 5.011 3.492
C 3.579 4.809 -0.754
C 0.818 7.354 2.604
C -0.180 -9.163 0.759
C 2.085 1.538 1.249
C 2.984 5.910 1.288
C -0.787 -4.588 -4.552
C -0.957 4.595 -0.233
C -4.765 1.619 0.377
C -3.418 4.952 -0.580
C 1.899 3.545 -2.144
C 1.680 5.428 1.198
C 2.765 2.312 -2.415
C 0.652 5.878 2.233
C 0.410 -3.415 0.793
C 0.069 -0.938 -2.019
C -6.258 1.914 0.520
C -2.290 4.188 -0.196
H 1.663 5.020 3.953
H -1.485 -3.789 -4.806
H 1.248 -10.711 0.754
H 0.354 -1.432 -4.018
H 2.395 3.103 2.703
H -6.672 2.324 -0.405
H 1.226 1.168 5.684
H -0.049 5.390 4.224
H 1.680 7.511 3.258
H 2.694 1.584 -1.605
H 0.874 3.197 -2.030
H -3.185 0.748 1.592
H 4.308 4.606 -1.532
H 1.321 5.383 -3.165
H -4.419 1.602 2.524
H -1.118 -7.253 0.944
H -4.949 1.096 -1.728
H -5.547 4.374 -0.565
H -3.407 5.972 -0.942
H 3.255 6.565 2.109
H 0.538 -5.810 -2.216
H -3.482 0.482 -0.958
H -5.045 -0.296 -0.624
H 1.255 -4.785 -3.858
H -0.339 5.771 1.803
H 1.774 -9.246 -1.101
H 3.818 2.583 -2.544
H -0.067 7.704 3.140
H -0.780 5.614 -0.587
H 1.545 3.987 -4.232
H 4.952 5.964 0.428
H 0.951 7.978 1.717
H -1.252 -5.206 -3.781
H 0.222 -7.509 2.060
H 3.151 -9.449 0.014
H 2.744 -7.034 -0.581
H 0.348 -2.737 1.636
H -0.514 -9.368 -0.255
H 1.564 -9.500 1.817
H 3.422 1.703 2.968
H 2.342 0.484 1.121
H 0.393 3.982 3.265
H -6.443 2.631 1.325
H 2.954 4.828 -3.560
H 0.966 -3.362 -4.829
H 2.817 1.672 5.215
H -0.626 -5.202 -5.442
H -0.802 -9.692 1.476
H 2.549 -7.323 1.152
H -4.777 0.006 1.826
H 2.422 1.820 -3.329
H -6.799 0.991 0.751
H 2.667 2.129 0.544
*
```

Summary:
E_tot: -81389.873 eV
HOMO level: -5.90 eV
Energy relative to the best compared isomer or geometry (same formula, charge and spin): 0.842 eV

Löwdin atomic charge list, values in e, 8 entries: Bi 1.904; S 0.599; F 0.045; O -0.250; O -0.068; O 0.039; O -0.314; N 0.176